# C49H59N2O3P2S2SbTi

A structure of composition C49H59N2O3P2S2SbTi at a distorted geometry (ωB97M-V/def2-TZVPD, OMol25).

Values from the calculation:
⟨S²⟩ = 2.008
F_max = 0.033 Eh/bohr
energy = -4806.66077 Eh
ΔE to the lowest compared entry with this formula, charge and spin = 0.0 kcal per mole
multiplicity = 3
HOMO level (spin up / spin down) = -1.09 / -2.01 eV
charge = -2

Atoms and positions in Å:
Ti -9.76319 0.18871 18.73954
S -10.83758 -2.33938 18.04048
P -12.24672 -1.04163 17.38784
C -11.63101 0.47727 17.09329
P -11.50236 0.98412 15.48267
S -10.13956 0.38504 14.07797
C -11.33137 2.81497 15.43852
C -10.74282 3.43885 14.34126
C -10.74307 4.83092 14.27887
C -11.34467 5.57134 15.27586
C -11.87938 4.94046 16.39490
C -11.87110 3.55355 16.48247
C -13.16571 1.00884 14.53969
C -13.27145 0.52924 13.24453
C -14.39345 0.83708 12.47995
C -15.44671 1.54628 13.02098
C -15.37033 2.00176 14.34226
C -14.23069 1.72400 15.09897
C -13.28729 -1.70887 16.01947
C -12.72729 -2.49301 15.02834
C -13.49970 -3.00815 14.01156
C -14.87345 -2.83286 14.04733
C -15.46913 -2.04215 15.04526
C -14.65865 -1.43584 15.98872
C -13.52664 -1.00429 18.71665
C -14.11633 0.19141 19.14637
C -15.13994 0.16008 20.07163
C -15.53745 -1.04513 20.63230
C -14.94904 -2.23612 20.24722
C -13.95764 -2.20521 19.27327
H -10.28032 2.83229 13.58758
H -10.22850 5.29815 13.44848
H -11.33570 6.64735 15.22619
H -12.27019 5.49888 17.23364
H -12.21560 3.03143 17.36350
H -12.43639 -0.00565 12.78637
H -14.49663 0.49361 11.44040
H -16.34745 1.70466 12.45857
H -16.17824 2.63924 14.74048
H -14.13126 2.09988 16.11672
H -11.66861 -2.68829 15.07055
H -13.05691 -3.63562 13.24130
H -15.47694 -3.28574 13.27340
H -16.53994 -1.92055 15.07287
H -15.07516 -0.78083 16.75273
H -13.77135 1.11181 18.69870
H -15.56170 1.09203 20.39992
H -16.28722 -1.11429 21.41810
H -15.22159 -3.18717 20.70188
H -13.49727 -3.13664 18.95636
C -7.58150 1.14701 21.63523
C -7.79993 -0.22071 21.00929
O -7.95518 -0.34627 19.70212
C -7.85894 -1.26414 21.86108
C -8.24467 -2.61864 21.40791
C -7.27068 -3.75470 21.14873
N -9.47534 -2.88589 21.14430
N -10.53098 -2.18158 21.70246
C -11.00628 -1.02799 21.36066
O -10.63949 -0.13002 20.47365
C -12.11933 -0.57667 22.26171
C -12.46000 0.75338 22.34427
C -13.42705 1.12962 23.30275
C -14.04621 0.15738 24.06355
C -13.68351 -1.19095 24.01351
C -12.68424 -1.51771 23.10364
H -6.52783 1.30825 21.85094
H -8.10309 1.20598 22.59240
H -7.91650 1.93523 20.97438
H -7.79242 -1.06068 22.92022
H -7.83386 -4.67004 21.00327
H -6.54942 -3.90579 21.96211
H -6.68088 -3.52880 20.25380
H -12.00666 1.43537 21.64116
H -13.77825 2.13934 23.41885
H -14.80778 0.49611 24.75397
H -14.16837 -1.89533 24.65395
H -12.28630 -2.53663 23.01436
C -9.28758 4.18696 19.07432
C -8.66981 3.09659 18.20868
C -8.02989 3.43488 16.89499
O -9.05094 1.81890 18.28684
H -9.17961 5.16910 18.60959
H -8.87959 4.25996 20.09395
H -10.35330 4.04323 19.25894
H -6.92621 3.63473 16.96240
H -8.49454 4.30563 16.40189
H -8.22499 2.60295 16.23619
C -6.92621 -1.16105 13.36483
C -6.17711 -0.56468 14.53431
C -6.10485 0.93904 14.34290
Sb -7.08905 -1.10771 16.45606
C -5.18412 -0.67565 17.44911
C -5.27017 0.78575 17.85433
C -4.84376 -1.46931 18.70080
C -7.15581 -3.23783 16.19254
C -8.38041 -3.63733 15.37936
C -7.21161 -3.99040 17.51657
H -6.43104 -0.87895 12.44380
H -7.95106 -0.81980 13.33422
H -6.92658 -2.24323 13.43182
H -5.15368 -0.98327 14.57901
H -7.08554 1.42541 14.44290
H -5.70228 1.20227 13.36821
H -5.47781 1.38426 15.09632
H -4.42720 -0.86181 16.69084
H -6.06093 0.95793 18.59938
H -5.47942 1.43806 17.00644
H -4.33934 1.08606 18.37958
H -5.61604 -1.36966 19.46313
H -3.90712 -1.11012 19.15999
H -4.70152 -2.52592 18.48796
H -6.24933 -3.58224 15.64858
H -9.30134 -3.38691 15.88758
H -8.38867 -4.73480 15.28518
H -8.42383 -3.19364 14.39440
H -8.11525 -3.77700 18.08831
H -6.33346 -3.84419 18.13247
H -7.23146 -5.05901 17.28994

Results of the Mulliken charge analysis, in e, for atoms 1 through 2: Ti 0.86; S -0.68

# C49H59N7O4SSc

A structure of composition C49H59N7O4SSc at a distorted geometry (ωB97M-V/def2-TZVPD, OMol25).

Values from the calculation:
⟨S²⟩ = 0.806
F_max = 0.027 Eh/bohr
energy = -3746.09309 Eh
ΔE to the lowest compared entry with this formula, charge and spin = 15.2 kcal per mole
multiplicity = 2
HOMO level (spin up / spin down) = 0.52 / -1.23 eV
charge = -2

Atoms and positions in Å:
Sc -0.19067 -0.21274 -0.08612
C 4.38695 -1.31741 -4.77430
C 3.23600 -0.30873 -4.68894
C 2.15335 -0.77270 -3.76625
C 1.09675 -1.59347 -4.07766
C 0.75409 -2.22238 -5.38842
C 1.21361 -3.68098 -5.44936
C 0.33548 -1.75639 -2.87042
N 0.90716 -1.05534 -1.85359
C 2.01714 -0.45467 -2.36964
C 2.90818 0.32192 -1.62490
C 2.84134 0.59524 -0.26576
C 3.83700 1.35109 0.45873
C 5.01357 2.01457 -0.17462
C 6.18341 1.04277 -0.33470
C 3.46393 1.33587 1.76937
C 2.21276 0.60765 1.83040
C 1.44731 0.42394 2.97593
C 0.23559 -0.27661 3.06929
N -0.35378 -0.94745 2.04157
C -1.50315 -1.49318 2.53398
C -2.41856 -2.24583 1.79289
C -2.35097 -2.55800 0.43921
N -1.38733 -2.10541 -0.41809
C -1.60224 -2.71733 -1.61899
C -0.81671 -2.54167 -2.75685
C -2.76859 -3.56415 -1.53686
C -3.23634 -3.46435 -0.25206
C -4.44126 -4.14763 0.31965
C -5.72444 -3.34837 0.07235
C -3.30884 -4.44707 -2.61969
C -2.76401 -5.87105 -2.47228
C -1.64331 -1.17927 3.92754
C -0.54676 -0.42184 4.26717
C -0.27223 0.25204 5.57440
C -0.94659 1.62770 5.59591
C -2.76558 -1.62001 4.81296
C -2.56285 -3.05563 5.30581
N 1.87940 0.14873 0.59111
C 4.18725 1.95576 2.92203
C 4.72398 0.91124 3.90158
H 5.18865 -0.95337 -5.41905
H 4.03133 -2.26405 -5.17675
H 4.79769 -1.50278 -3.78418
H 2.81777 -0.15725 -5.68984
H 3.62570 0.65068 -4.34562
H 1.21625 -1.66219 -6.20566
H -0.32935 -2.18223 -5.52811
H 2.29302 -3.74240 -5.32573
H 0.94738 -4.13770 -6.40381
H 0.75001 -4.24788 -4.64546
H 3.73048 0.75776 -2.17694
H 5.32286 2.86602 0.43534
H 4.71136 2.39897 -1.14980
H 6.52492 0.71209 0.64497
H 7.01463 1.51351 -0.86150
H 5.86608 0.16567 -0.89365
H 1.79928 0.90315 3.88008
H -3.26967 -2.63906 2.33616
H -1.14257 -3.04593 -3.65846
H -4.30857 -4.29040 1.39509
H -4.55840 -5.13830 -0.13110
H -5.60472 -2.32517 0.41991
H -6.56774 -3.80225 0.59554
H -5.95481 -3.32275 -0.99110
H -3.02440 -4.05194 -3.59814
H -4.40393 -4.47314 -2.57624
H -1.67811 -5.85564 -2.52734
H -3.15308 -6.52563 -3.25266
H -3.04825 -6.28042 -1.50486
H 0.80482 0.37656 5.71513
H -0.64496 -0.35226 6.40822
H -0.67174 2.17996 4.70027
H -0.64871 2.20995 6.47055
H -2.02897 1.51296 5.59320
H -3.70862 -1.57033 4.26142
H -2.84512 -0.94496 5.67007
H -2.46255 -3.72908 4.45771
H -3.40738 -3.38344 5.91379
H -1.65596 -3.13139 5.90236
H 3.52324 2.64351 3.45215
H 5.02626 2.54326 2.53487
H 3.90532 0.42523 4.42902
H 5.38814 1.36778 4.63746
H 5.27619 0.14644 3.36135
O -1.11099 0.91185 -1.62070
N -1.38001 0.76686 -2.89679
C -2.32350 -0.10511 -3.26933
C -2.67658 -0.29041 -4.58674
C -2.03326 0.47231 -5.56744
C -1.08435 1.37970 -5.17788
C -0.73311 1.56077 -3.82527
S 0.36764 2.71264 -3.33524
H -2.78444 -0.64117 -2.45026
H -3.44145 -1.00639 -4.84260
H -2.29729 0.36709 -6.61382
H -0.58585 2.02576 -5.88681
C -1.53190 4.93535 -0.58694
C -0.60840 5.49386 0.48557
C -0.29470 4.48162 1.60782
C 0.65963 5.16765 2.60357
C 0.83561 4.34936 3.87358
C -1.59863 4.10713 2.27106
O -2.21977 4.85183 3.01181
N -2.07522 2.88409 1.94360
C -1.40869 1.91035 1.16169
O -2.04012 0.87580 0.93287
N -0.17765 2.12383 0.75380
C 0.46650 3.29121 0.96401
O 1.62472 3.47801 0.64474
H -1.70718 5.69363 -1.34987
H -2.49226 4.64562 -0.16028
H -1.08020 4.06621 -1.06125
H -1.05842 6.38645 0.94120
H 0.34457 5.77577 0.02919
H 0.28846 6.16545 2.85764
H 1.62355 5.26599 2.09821
H -0.08488 4.37533 4.45600
H 1.64857 4.74180 4.48600
H 1.06103 3.31747 3.60885
H -2.96529 2.59181 2.32898

Results of the Mulliken charge analysis, in e, for atoms 1 through 2: Sc -0.83; C -1.14

# C49H59N7OS2Sc

A structure of composition C49H59N7OS2Sc at a distorted geometry (ωB97M-V/def2-TZVPD, OMol25).

Values from the calculation:
F_max = 0.037 Eh/bohr
energy = -3917.74722 Eh
ΔE to the lowest compared entry with this formula, charge and spin = 306.5 kcal per mole
HOMO level = -9.05 eV
charge = +1

Atoms and positions in Å:
Sc 2.10518 -1.26509 0.54402
C -4.58273 3.87622 -0.31663
C -3.29368 4.22776 -1.07184
C -2.11972 3.47295 -0.53721
C -1.09018 3.94317 0.19482
C -0.83667 5.35457 0.62252
C -0.31974 6.25862 -0.50717
C -0.13414 2.82229 0.37470
N -0.92970 1.65965 0.19973
C -1.90440 2.03022 -0.75043
C -2.47370 1.26232 -1.75212
C -2.20572 -0.11324 -2.12038
C -3.06486 -1.18226 -2.54956
C -4.48001 -0.99660 -3.00174
C -4.55850 -0.46517 -4.43891
C -2.37428 -2.37108 -2.39127
C -1.09899 -2.03684 -1.80200
C -0.59430 -2.56666 -0.62087
C -0.19390 -2.02728 0.74242
N 0.22659 -0.60453 0.95748
C -0.67634 0.22488 0.18294
C -0.03428 0.10026 -1.27500
C 1.55255 -0.13013 -1.30414
N 1.80357 0.75736 -0.14872
C 1.90610 1.97426 -0.58052
C 1.19217 3.02117 0.15087
C 2.20133 1.99125 -2.01614
C 2.00998 0.71574 -2.44209
C 2.13676 0.18904 -3.83456
C 3.51881 -0.44844 -4.03861
C 2.56984 3.20971 -2.80810
C 1.33726 3.97487 -3.30721
C -1.99871 -0.53646 0.61342
C -1.70692 -1.82083 0.94974
C -2.61417 -2.82965 1.58838
C -3.65015 -3.45692 0.64816
C -3.24256 0.10831 1.16700
C -2.98766 0.74329 2.54558
N -0.98219 -0.67215 -1.96100
C -2.85400 -3.75378 -2.68676
C -2.73004 -4.07724 -4.18224
H -5.42963 4.42406 -0.72930
H -4.48212 4.13588 0.73759
H -4.80151 2.80938 -0.38327
H -3.11019 5.29816 -0.98204
H -3.41440 4.00726 -2.13581
H -0.12005 5.35944 1.44464
H -1.77367 5.76293 1.00595
H 0.69147 5.97535 -0.80018
H -0.29807 7.29703 -0.17724
H -0.95826 6.18957 -1.38764
H -3.30107 1.73184 -2.27220
H -4.97806 -0.29173 -2.33051
H -5.01330 -1.94564 -2.92730
H -4.00629 0.47137 -4.53420
H -5.59363 -0.28382 -4.72867
H -4.12628 -1.17773 -5.14051
H -0.85091 -3.61653 -0.48745
H -0.12696 1.08588 -1.72717
H 1.55054 4.04303 0.17237
H 1.99285 0.98681 -4.56627
H 1.35932 -0.56162 -4.00460
H 4.29126 0.32039 -4.06459
H 3.55933 -1.00815 -4.97407
H 3.74811 -1.12200 -3.21066
H 3.18418 2.91355 -3.66036
H 3.18044 3.86902 -2.18620
H 0.75249 3.35420 -3.98797
H 1.63473 4.88094 -3.83629
H 0.69283 4.25656 -2.47325
H -3.13448 -2.34074 2.41604
H -1.99122 -3.61145 2.02232
H -4.20777 -2.68700 0.11158
H -4.35603 -4.06552 1.21331
H -3.16539 -4.10104 -0.08507
H -4.00652 -0.66485 1.26831
H -3.65054 0.85951 0.49778
H -2.58637 0.00558 3.24077
H -3.91943 1.13821 2.95504
H -2.26542 1.55427 2.47429
H -3.89506 -3.86745 -2.37777
H -2.26107 -4.47354 -2.11761
H -3.34645 -3.39963 -4.77025
H -3.05652 -5.09811 -4.38028
H -1.69561 -3.97242 -4.51267
N 0.63572 0.66413 2.82651
C 0.87983 -0.37990 2.15049
H 1.26910 0.82117 3.60257
C 3.74892 -5.22358 -1.21767
S 2.23060 -4.29155 -0.92436
C 2.02158 -3.70172 -2.61968
O 2.69592 -3.07497 -0.15263
H 4.54006 -4.52041 -1.47142
H 3.57520 -5.93109 -2.02712
H 3.99915 -5.76247 -0.30629
H 1.53972 -4.48785 -3.20103
H 2.98614 -3.43364 -3.04686
H 1.37697 -2.82850 -2.55826
S 5.56435 0.06463 6.06138
C 4.92448 -0.39416 4.46710
C 4.61991 -1.71221 4.14206
C 4.05541 -1.98223 2.91409
N 3.78538 -1.03941 2.00369
C 4.15431 0.21543 2.29331
C 4.71756 0.58100 3.49869
C 4.09903 -0.31621 7.03360
C 3.86450 -1.58437 7.53784
C 2.71956 -1.77583 8.30130
N 1.85205 -0.80887 8.57432
C 2.09306 0.40321 8.08891
C 3.20384 0.70487 7.31089
H 4.81174 -2.51402 4.83955
H 3.78602 -2.99720 2.64701
H 3.94700 0.96157 1.53644
H 4.97320 1.61253 3.69562
H 4.55382 -2.39850 7.36344
H 2.49713 -2.75000 8.72263
H 1.36693 1.17032 8.33375
H 3.36863 1.70501 6.93499

Results of the Mulliken charge analysis, in e, for atoms 1 through 2: Sc -0.23; C -1.21

# C49H60NO2P2S2Sb2Ta

A structure of composition C49H60NO2P2S2Sb2Ta at a distorted geometry (ωB97M-V/def2-TZVPD, OMol25).

Values from the calculation:
⟨S²⟩ = 0.759
F_max = 0.023 Eh/bohr
energy = -4124.74301 Eh
ΔE to the lowest compared entry with this formula, charge and spin = 115.5 kcal per mole
multiplicity = 2
HOMO level (spin up / spin down) = -9.29 / -9.76 eV
charge = +1

Atoms and positions in Å:
Ta -0.39698 0.11667 -0.15686
N 1.58549 -1.55562 -0.14607
C 1.66588 -2.95251 0.25743
C 2.69741 -3.70949 -0.28495
C 2.82513 -5.05716 0.00497
C 1.89408 -5.65707 0.84027
C 0.87704 -4.89570 1.39039
C 0.75312 -3.52850 1.12880
C -0.35766 -2.76358 1.72589
C -0.85366 -3.22520 3.06362
C -1.86769 -2.68607 3.74583
C -2.81841 -1.76143 3.05294
C -2.12579 -1.17252 1.82116
C -0.88483 -1.66743 1.15171
H 1.86798 -1.53545 -1.11742
H 2.30160 -1.05736 0.37728
H 3.40972 -3.22687 -0.94634
H 3.63409 -5.63232 -0.42622
H 1.95619 -6.71457 1.06093
H 0.14116 -5.37937 2.01954
H -0.23813 -3.96266 3.56706
H -2.06065 -2.99577 4.76780
H -3.74824 -2.30535 2.86528
H -2.91151 -0.98777 1.09029
C 5.17696 -0.42305 -3.83889
C 4.09303 -1.31502 -3.27799
O 2.77818 -0.86751 -3.66923
P 2.05832 0.23977 -2.70085
S 0.81462 2.13782 -0.54272
S 0.10134 -0.75492 -2.47675
O 1.65265 1.39655 -3.76429
C 1.32908 1.13390 -5.15062
C 2.54658 1.28096 -6.03331
H 6.15201 -0.74832 -3.47150
H 5.02179 0.61313 -3.53047
H 5.19224 -0.46024 -4.92815
H 4.16198 -1.34632 -2.18432
H 4.18112 -2.33366 -3.65017
H 0.57583 1.87475 -5.41759
H 0.88265 0.14122 -5.23673
H 3.09621 2.18564 -5.77111
H 2.23159 1.36313 -7.07538
H 3.20922 0.42372 -5.93947
C -2.81294 3.21465 -1.22353
Sb -1.16837 2.24403 -2.17779
C -0.29416 4.07236 -2.81167
C -1.99305 1.78331 -4.15538
C -3.48270 1.72231 -4.15043
C -4.21577 2.87073 -4.45089
C -5.60005 2.85566 -4.49313
C -6.27642 1.67325 -4.23289
C -5.55981 0.52659 -3.92660
C -4.16725 0.52993 -3.87572
C -3.43617 -0.72955 -3.51124
Sb -2.95725 -0.79362 -1.43244
C -4.93294 -1.09849 -0.70299
C -2.52920 -2.88454 -1.43808
H -3.21793 3.94051 -1.93011
H -2.44046 3.72520 -0.33708
H -3.59577 2.50769 -0.95475
H -0.99643 4.57322 -3.47739
H 0.65088 3.87299 -3.31165
H -0.11534 4.67719 -1.92655
H -1.49407 0.86917 -4.46487
H -1.60879 2.63919 -4.70623
H -3.68159 3.79059 -4.66725
H -6.14650 3.75668 -4.73870
H -7.35703 1.64032 -4.27952
H -6.08978 -0.40018 -3.73436
H -2.50007 -0.87243 -4.04788
H -4.06200 -1.61040 -3.64889
H -5.33196 -1.92383 -1.29257
H -5.55300 -0.21164 -0.83641
H -4.91269 -1.37178 0.35149
H -3.36602 -3.40063 -1.90906
H -2.40550 -3.22897 -0.41382
H -1.61150 -3.07285 -1.99110
C 3.11507 1.20446 4.79861
C 2.31023 2.29488 4.12652
C 2.46651 3.57741 4.65473
C 1.83264 4.68934 4.12795
C 1.01990 4.54000 3.01932
C 0.84255 3.27708 2.47959
C 1.45980 2.14111 3.01135
P 0.89771 0.53093 2.29914
C 2.20200 -0.66348 2.70402
C 1.95245 -1.73930 3.54920
C 2.94303 -2.66894 3.82594
C 4.19642 -2.52322 3.25282
C 4.45523 -1.44110 2.42176
C 3.47792 -0.49140 2.13931
C 3.82389 0.69158 1.26519
C -0.57930 0.21687 3.30272
C -0.54700 0.31570 4.63454
C -1.74485 0.30632 5.48123
C -2.94036 0.08321 4.94243
C -3.05113 -0.26339 3.49850
C -1.86860 0.14457 2.51494
C -1.85780 1.18240 1.38013
H 3.51076 1.58078 5.73998
H 3.96433 0.89925 4.18463
H 2.54403 0.30361 5.01259
H 3.11308 3.69822 5.51587
H 1.97009 5.65951 4.58842
H 0.52337 5.39360 2.57601
H 0.20805 3.17431 1.61712
H 0.97763 -1.83675 4.00717
H 2.73150 -3.50719 4.47753
H 4.97720 -3.24523 3.45632
H 5.43960 -1.32520 1.98223
H 4.75392 0.51193 0.72684
H 3.95256 1.59696 1.86410
H 3.04733 0.91896 0.52714
H 0.40314 0.47607 5.13447
H -1.63280 0.52816 6.53478
H -3.84123 0.13328 5.54379
H -4.00834 0.06410 3.08749
H -1.50187 2.16224 1.69472
H -2.87779 1.29331 1.00458

Results of the Mulliken charge analysis, in e, for atoms 1 through 2: Ta -0.95; N 1.56